(1)
Density functional theory data (ωB97M-V/def2-TZVPD) for a structure of composition C40H64BrGe2N2O4OsSSi in a non-equilibrium geometry.

Summary:
energy: -9479.17522 a.u.
LUMO (spin up / spin down): -0.46 / -0.18 eV
orbital gap (spin up / spin down): 0.2596 / 0.2576 Ha
HOMO (spin up / spin down): -7.520 / -7.192 eV

The geometry in ORCA input format:
```
! RIJCOSX wB97M-V def2-TZVPD def2/J DEFGRID3
* xyz 0 2
Os 1.614 -0.479 0.538
C 5.425 -0.199 3.615
C 4.160 -0.282 4.171
C 3.040 -0.371 3.361
C 3.151 -0.407 1.968
C 4.438 -0.333 1.432
C 5.561 -0.220 2.238
H 6.296 -0.118 4.252
H 4.043 -0.281 5.246
H 2.056 -0.396 3.811
H 4.585 -0.374 0.361
H 6.545 -0.159 1.791
C -3.058 4.215 -1.126
C -1.767 4.502 -1.900
C -0.738 4.974 -0.866
C -2.029 5.666 -2.859
Si -1.164 2.884 -2.842
Br -0.682 1.517 -1.053
C -2.619 1.897 -3.729
C -3.508 1.155 -2.722
C -2.069 0.837 -4.690
C -3.504 2.841 -4.551
C 0.428 3.139 -3.929
C 1.476 3.962 -3.174
C 1.103 1.813 -4.287
C 0.077 3.872 -5.229
H -3.358 5.103 -0.571
H -2.909 3.409 -0.411
H -3.876 3.955 -1.791
H -1.201 5.705 -0.205
H 0.119 5.447 -1.331
H -0.382 4.152 -0.257
H -2.412 6.522 -2.304
H -2.762 5.408 -3.618
H -1.112 5.980 -3.352
H -2.977 0.325 -2.263
H -4.380 0.754 -3.238
H -3.853 1.803 -1.925
H -1.357 0.178 -4.198
H -1.585 1.297 -5.548
H -2.889 0.225 -5.066
H -4.083 3.496 -3.907
H -4.206 2.262 -5.152
H -2.911 3.451 -5.229
H 1.726 3.499 -2.221
H 1.140 4.982 -3.006
H 2.387 4.012 -3.770
H 1.389 1.255 -3.400
H 2.015 2.024 -4.848
H 0.481 1.181 -4.911
H -0.386 4.836 -5.032
H -0.599 3.283 -5.844
H 0.984 4.050 -5.807
N -0.141 -2.906 -2.641
C 0.592 -3.809 -1.927
C 0.797 -3.246 -0.707
N 0.214 -2.010 -0.669
C -0.327 -1.836 -1.852
H -0.359 -2.968 -3.621
H 0.914 -4.743 -2.337
H 1.329 -3.638 0.135
H -0.888 -0.978 -2.152
C 4.449 -0.306 -2.697
S 2.798 -0.656 -2.028
O 2.036 -1.245 -3.105
O 3.026 -1.563 -0.893
O 2.235 0.617 -1.557
H 4.901 -1.262 -2.917
H 5.012 0.225 -1.943
H 4.359 0.285 -3.599
C 1.031 3.200 2.341
O 1.505 1.965 1.846
C 0.715 0.833 1.941
C -0.739 1.018 2.265
H 0.168 3.571 1.779
H 1.863 3.895 2.243
H 0.757 3.107 3.396
H -1.185 1.892 1.794
H -0.876 1.100 3.346
H -1.291 0.147 1.919
C -3.439 -4.338 2.907
Ge -2.437 -3.129 1.625
C -3.675 -1.588 1.256
C -2.532 -4.129 -0.121
Ge -0.093 -2.318 2.395
C -0.455 -1.888 4.328
C -1.674 -1.313 4.680
C -1.910 -0.849 5.959
C -0.902 -0.892 6.909
C 0.319 -1.457 6.578
C 0.531 -1.969 5.310
C 0.998 -4.002 2.522
C 0.480 -5.267 2.264
C 1.301 -6.380 2.234
C 2.659 -6.249 2.466
C 3.192 -4.993 2.705
C 2.369 -3.883 2.721
H -4.458 -4.464 2.550
H -3.466 -3.931 3.912
H -2.967 -5.315 2.952
H -4.592 -1.961 0.806
H -3.205 -0.899 0.561
H -3.940 -1.035 2.152
H -3.533 -4.535 -0.244
H -1.823 -4.949 -0.177
H -2.337 -3.459 -0.951
H -2.455 -1.242 3.934
H -2.880 -0.446 6.215
H -1.067 -0.490 7.899
H 1.104 -1.498 7.324
H 1.472 -2.444 5.065
H -0.582 -5.376 2.081
H 0.888 -7.357 2.025
H 3.303 -7.116 2.450
H 4.253 -4.881 2.868
H 2.792 -2.897 2.864
*
```



(2)
Density functional theory data (ωB97M-V/def2-TZVPD) for a cluster of 6 separate species, C40H65BF5N4O16P2S in total in a non-equilibrium geometry.

Summary:
energy: -4590.95625 a.u.
LUMO: -2.33 eV
orbital gap: 0.3194 Ha
HOMO: -11.024 eV

The geometry in ORCA input format:
```
! RIJCOSX wB97M-V def2-TZVPD def2/J DEFGRID3
* xyz 1 1
C 6.393 -0.699 2.638
C 7.465 -0.305 1.619
C 7.256 -0.956 0.248
C 5.854 -0.732 -0.318
C 5.693 0.671 -0.937
C 4.733 1.614 -0.172
C 3.495 2.051 -0.955
C 2.264 1.073 -0.902
P 1.883 0.684 -2.711
S 0.774 -0.921 -2.910
N 2.724 -0.180 -0.327
C 1.875 -1.015 0.503
P 1.998 -2.820 0.048
N 1.918 -3.708 1.331
C 0.392 -0.647 0.584
N -0.053 0.586 -0.138
C -1.355 1.010 0.466
C -2.507 0.141 -0.081
C -3.497 -0.254 1.003
C -3.051 -1.496 1.777
C -3.492 -2.790 1.062
C -2.214 -3.617 0.762
C 0.995 1.685 -0.247
B 1.201 2.288 1.272
O 0.396 3.247 1.779
N 2.272 1.760 2.129
C 1.731 1.178 3.371
C 3.091 2.926 2.538
C 0.436 2.802 -1.136
C 0.927 4.106 -1.050
C 0.440 5.120 -1.868
C -0.571 4.870 -2.793
C -1.097 3.587 -2.868
C -0.603 2.576 -2.055
H 6.767 -0.712 3.652
H 6.032 -1.692 2.384
H 5.525 -0.050 2.553
H 8.418 -0.662 1.997
H 7.527 0.772 1.482
H 7.472 -2.021 0.305
H 7.983 -0.536 -0.442
H 5.083 -0.937 0.414
H 5.723 -1.460 -1.118
H 6.648 1.157 -1.091
H 5.268 0.548 -1.933
H 4.497 1.225 0.809
H 5.292 2.536 -0.004
H 3.222 3.048 -0.625
H 3.819 2.170 -1.984
H 1.404 1.825 -3.360
H 3.152 0.472 -3.262
H 3.169 -0.733 -1.047
H 2.272 -1.022 1.514
H 3.218 -2.924 -0.653
H 0.961 -3.020 -0.879
H 2.745 -4.275 1.458
H 0.098 -0.590 1.622
H -0.195 -1.459 0.167
H -0.273 0.283 -1.097
H -1.333 0.896 1.545
H -1.595 2.036 0.228
H -3.040 0.747 -0.812
H -2.142 -0.726 -0.629
H -3.718 0.588 1.656
H -4.434 -0.498 0.512
H -1.980 -1.495 1.953
H -3.544 -1.469 2.744
H -4.041 -2.567 0.151
H -4.130 -3.393 1.694
H -2.399 -4.647 0.514
H -1.708 -3.096 -0.051
H -1.593 -3.584 1.649
H -0.366 3.469 1.234
H 1.074 1.857 3.917
H 2.570 0.943 4.019
H 1.213 0.240 3.187
H 3.476 3.455 1.676
H 3.924 2.568 3.136
H 2.508 3.580 3.186
H 1.717 4.366 -0.363
H 0.856 6.113 -1.787
H -0.948 5.643 -3.438
H -1.876 3.371 -3.579
H -1.035 1.595 -2.184
C 5.365 5.873 -3.903
C 6.455 4.832 -3.786
O 5.705 3.638 -3.588
C 4.497 3.811 -4.183
O 3.744 2.922 -4.426
O 4.285 5.105 -4.471
F 7.252 5.038 -2.714
H 5.070 6.250 -2.926
H 5.628 6.705 -4.549
H 7.076 4.717 -4.675
C -5.373 -6.048 -1.787
C -6.621 -6.262 -0.962
O -6.085 -6.584 0.317
C -4.869 -5.979 0.415
O -4.273 -5.829 1.429
O -4.449 -5.563 -0.801
F -7.356 -7.302 -1.409
H -5.005 -6.987 -2.201
H -5.503 -5.323 -2.586
H -7.262 -5.383 -0.871
C -6.461 0.565 -1.788
C -7.967 0.695 -1.739
O -8.378 -0.316 -2.643
C -7.422 -1.288 -2.646
O -7.556 -2.378 -3.079
O -6.284 -0.825 -2.060
F -8.387 1.901 -2.181
H -6.039 1.156 -2.603
H -5.977 0.838 -0.853
H -8.409 0.501 -0.760
C 2.860 6.519 2.901
C 1.822 7.582 2.623
O 2.415 8.307 1.556
C 3.224 7.453 0.882
O 3.656 7.646 -0.204
O 3.446 6.330 1.607
F 1.632 8.400 3.677
H 3.615 6.872 3.604
H 2.429 5.594 3.266
H 0.854 7.196 2.294
C -7.417 -9.145 2.598
C -8.924 -9.051 2.675
O -9.335 -9.976 1.689
C -8.358 -10.928 1.580
O -8.487 -11.967 1.036
O -7.224 -10.504 2.194
F -9.375 -7.813 2.347
H -7.010 -8.479 1.838
H -6.925 -8.950 3.547
H -9.349 -9.338 3.638
*
```



(3)
Density functional theory data (ωB97M-V/def2-TZVPD) for a structure of composition C40H66Ge2N4O5PS4SiTi.

Summary:
energy: -9386.02700 a.u.
LUMO (spin up / spin down): 1.60 / 1.60 eV
energy relative to the best compared isomer or geometry (same formula, charge and spin): 0.000 eV
orbital gap (spin up / spin down): 0.1881 / 0.1946 Ha
HOMO (spin up / spin down): -3.521 / -3.698 eV

The geometry in ORCA input format:
```
! RIJCOSX wB97M-V def2-TZVPD def2/J DEFGRID3
* xyz -1 3
Ti 0.191 -0.921 0.089
C -1.844 -3.008 -3.040
C -0.337 -3.200 -3.190
Ge 0.723 -1.658 -2.448
C 2.539 -2.198 -3.091
C 3.618 -1.124 -3.006
C 0.343 -0.400 -3.957
C 0.642 0.894 -4.131
Ge 1.120 2.034 -2.599
C -0.476 3.235 -2.366
C -0.237 4.738 -2.221
C 2.764 3.023 -3.095
C 3.257 4.079 -2.109
C 0.614 1.511 -5.491
C 0.833 0.726 -6.631
C 0.820 1.269 -7.905
C 0.608 2.629 -8.090
C 0.426 3.433 -6.976
C 0.436 2.882 -5.702
H -2.431 -3.866 -3.388
H -2.177 -2.134 -3.608
H -2.110 -2.815 -1.997
H -0.074 -3.317 -4.248
H 0.001 -4.116 -2.696
H 2.415 -2.529 -4.130
H 2.831 -3.074 -2.506
H 3.326 -0.236 -3.574
H 4.574 -1.474 -3.411
H 3.782 -0.810 -1.974
H -0.023 -0.929 -4.847
H -1.034 2.854 -1.511
H -1.125 3.049 -3.224
H 0.457 4.968 -1.405
H -1.169 5.283 -2.035
H 0.213 5.166 -3.120
H 2.673 3.427 -4.106
H 3.506 2.221 -3.141
H 2.597 4.948 -2.065
H 4.255 4.442 -2.371
H 3.330 3.645 -1.106
H 1.042 -0.329 -6.509
H 0.994 0.626 -8.760
H 0.605 3.056 -9.086
H 0.277 4.500 -7.094
H 0.303 3.541 -4.858
S 1.682 1.033 -0.734
S 4.015 -0.575 1.947
S 4.007 -2.192 0.829
S 2.161 -2.837 0.387
C 0.057 5.320 2.826
N 0.647 4.952 1.471
C 2.169 4.882 1.614
N 2.544 3.988 2.645
C 1.930 4.380 3.905
N 0.470 4.416 3.839
C -0.091 3.057 3.655
P 0.458 2.171 2.102
C 0.104 3.636 0.992
C 2.266 2.578 2.303
H -1.027 5.313 2.710
H 0.407 6.331 3.047
H 0.418 5.677 0.791
H 2.494 5.901 1.839
H 2.557 4.559 0.648
H 2.289 5.378 4.178
H 2.226 3.670 4.674
H -1.182 3.131 3.669
H 0.208 2.443 4.504
H 0.575 3.409 0.038
H -0.971 3.760 0.842
H 2.776 2.320 1.374
H 2.660 1.936 3.088
O 1.190 0.422 3.736
C 0.926 -0.690 3.265
O 0.391 -0.921 2.130
C 1.221 -1.907 4.104
C 2.524 -2.198 4.477
C 2.823 -3.342 5.223
C 1.767 -4.140 5.584
O 1.788 -5.326 6.293
C 0.426 -5.678 6.489
O -0.383 -4.827 5.683
C 0.470 -3.839 5.225
C 0.159 -2.733 4.481
H 3.318 -1.542 4.146
H 3.839 -3.595 5.491
H 0.161 -5.541 7.544
H 0.273 -6.715 6.184
H -0.852 -2.506 4.179
C -2.877 0.292 2.432
Si -3.143 0.437 0.556
C -4.495 -0.788 0.057
C -3.937 2.144 0.304
C -1.627 0.211 -0.440
H -3.685 -0.266 2.918
H -2.846 1.280 2.902
H -1.929 -0.206 2.651
H -5.422 -0.603 0.607
H -4.200 -1.823 0.231
H -4.708 -0.690 -1.011
H -4.817 2.286 0.939
H -4.243 2.275 -0.738
H -3.227 2.944 0.535
H -1.182 1.199 -0.609
H -1.913 -0.168 -1.433
O -0.829 -2.750 0.267
C -0.940 -3.854 0.781
C -0.940 -5.115 -0.030
C -2.345 -5.747 0.139
C -3.492 -4.738 0.380
C -3.706 -4.301 1.844
C -2.596 -3.420 2.425
N -1.294 -4.010 2.098
H -0.151 -5.792 0.303
H -0.742 -4.845 -1.063
H -2.335 -6.466 0.965
H -2.562 -6.324 -0.761
H -4.422 -5.200 0.042
H -3.347 -3.860 -0.256
H -3.797 -5.203 2.461
H -4.658 -3.770 1.927
H -2.697 -3.329 3.507
H -2.608 -2.417 2.005
H -1.257 -4.982 2.380
*
```